C34H50Br2N9O4S | wB97M-V/def2-TZVPD

Kohn-Sham gap in eV: 4.812
Charge: +1
Molecular weight in g/mol: 840.71

```
100
Properties=species:S:1:pos:R:3:forces:R:3
H -3.97201 0.31144 -0.09339 -0.57 -1.77 -0.47
C 5.47595 -1.04415 -0.01880 0.06 -2.00 1.24
H -2.86382 5.72290 -3.36480 -0.03 -0.20 -0.11
C -1.88092 8.67792 -0.91923 0.05 0.12 0.03
H 3.48827 -6.55714 7.56911 -0.13 0.00 -0.14
H 0.98550 7.18279 -0.26437 -0.18 0.04 -0.04
H 0.78706 -6.87525 7.43823 0.16 0.02 -0.11
C 2.86655 -6.50463 6.68478 -0.31 -0.06 0.30
H 3.00654 -4.29440 -1.42036 2.24 0.93 0.15
N -7.17635 -0.12866 -0.59942 -0.11 0.00 -0.15
C 3.81249 -5.53011 0.55988 -3.02 -1.87 3.70
C 4.61127 -3.17929 1.01626 -1.42 -1.47 2.33
S -3.54989 -1.25007 -1.68051 -4.20 -4.79 -5.50
H 1.15257 -0.58322 1.38274 1.24 0.63 -2.29
Br 4.22276 0.79155 -2.88098 1.96 -0.96 1.15
H 0.13333 -6.61293 5.02736 0.39 0.02 0.14
H 2.91962 -2.10687 2.11138 0.56 -0.67 -2.46
N -3.56916 4.19073 -2.05282 0.06 0.09 0.12
H 6.93112 3.45407 -2.89218 0.15 -2.23 -0.95
H -1.48201 -0.97403 0.18745 1.35 1.76 -1.37
H -1.90449 4.77731 3.61006 -0.12 -0.16 -0.05
C 1.63561 -0.30921 0.32868 -0.08 0.21 -0.58
C -7.74228 0.36488 0.54717 -0.02 0.10 -0.05
H -6.21400 -0.42553 -0.69627 -0.50 0.02 -0.02
H -2.97909 7.02356 -1.67002 0.29 0.24 0.15
O -3.51384 -2.82630 -1.63203 0.83 6.25 1.37
H -3.33673 4.61156 -1.16258 -0.11 -0.17 -0.24
H -1.04412 0.87752 -0.31531 0.20 -2.33 -0.37
C 3.29393 -6.25369 5.35903 -0.13 0.08 -0.37
H 0.55917 -1.92236 -0.93067 -0.01 2.19 0.06
C 0.57339 -0.74746 -0.88665 0.20 -0.34 0.33
O -4.29843 -0.63983 -0.26023 2.58 0.95 -1.28
H 3.09146 -1.40410 -1.05175 0.06 0.98 2.22
C 4.15884 -4.05752 -1.30743 0.17 -1.39 -2.13
H 2.30183 -3.18943 0.69792 1.95 1.50 0.43
C 7.18784 1.15264 -2.43675 -3.76 -1.55 0.54
H -4.75217 1.86854 -4.02458 0.05 0.12 0.13
H -10.22979 0.43622 -1.61792 0.17 -0.03 0.09
H 8.23970 2.54355 -3.90357 -2.37 -0.26 1.09
N 1.08895 -6.53481 5.35034 0.07 0.05 0.05
C 3.07945 -1.06423 0.08816 -1.77 -2.09 -0.35
H -4.44698 2.36760 -1.36526 -0.10 0.12 -0.15
C -0.96718 -0.25719 -0.60940 -0.54 -0.63 -0.74
H -0.96332 5.57624 -1.28219 0.05 0.16 0.01
H -3.73156 4.02969 -5.31285 -0.03 -0.01 0.20
N 4.65726 -4.37147 0.08352 -2.17 -0.16 0.79
H -2.65472 9.42748 -1.01807 0.17 -0.11 0.02
H 4.70605 -4.82887 -2.03619 -1.25 1.80 1.45
H -1.95231 0.47990 -2.65067 -0.32 -1.83 1.37
C -1.84858 -0.49430 -2.01064 1.89 0.35 0.38
H 6.63007 -2.79701 0.41017 -1.28 0.58 0.57
H 1.82748 0.84878 0.26443 -0.52 -2.16 0.26
H 4.70404 -6.91942 -1.10770 -1.79 -0.14 1.47
H -0.81450 2.29648 3.43920 -0.18 0.03 -0.01
N -2.11169 7.37833 -1.28872 -0.05 0.00 0.05
C -2.38697 3.87908 3.24691 -0.29 0.24 -0.08
Br 8.99832 0.67746 -1.62510 -2.44 0.57 -1.01
C -3.33192 4.75128 -3.28084 0.01 -0.01 -0.09
H -7.16032 0.46360 1.45370 -0.14 -0.06 -0.07
C 1.50001 -6.67082 6.65075 0.04 -0.04 0.12
H 2.06026 -6.12937 3.49042 0.07 -0.08 0.31
N -3.91169 2.49202 2.41485 -0.04 0.00 -0.10
H -4.77909 2.13725 2.03355 0.21 0.16 0.26
C -9.05961 0.66205 0.27784 0.18 0.07 0.33
H 4.26035 0.73388 0.06057 0.25 -1.01 -0.10
C 3.76499 -6.89016 -0.40989 -0.44 1.33 -0.59
H -0.10449 9.66362 -0.09351 -0.11 -0.15 -0.07
C -2.78349 1.74831 2.64420 0.14 -0.08 -0.12
C -4.31285 2.74775 -3.57129 -0.05 -0.28 0.25
O -4.46422 -0.89393 -2.89684 3.40 0.07 4.72
N 4.29338 -0.23405 0.43248 2.51 -2.13 -1.84
C -8.11904 -0.15819 -1.59398 0.00 0.06 0.03
C 3.15623 -2.43064 0.98690 -0.25 0.94 1.22
H 2.80422 -6.74470 -1.10355 2.09 -0.31 1.47
C -9.29809 0.33052 -1.07732 0.12 -0.13 -0.30
H 4.30828 -6.07584 5.02592 -0.17 -0.04 0.03
H -4.45472 4.54117 2.68550 0.15 -0.12 0.05
C -0.98349 6.63462 -1.05938 0.14 -0.07 0.02
H 6.43956 2.26570 -4.38827 1.24 0.30 2.36
N 5.81270 -2.27884 0.83075 -1.66 2.83 -3.62
C 2.17548 -6.27507 4.55618 -0.06 0.01 -0.18
H -1.26894 -1.28504 -2.68150 -1.74 1.35 1.47
N 6.25770 -0.84848 -1.12788 -2.54 1.65 0.66
C -3.68092 3.79161 2.78434 0.05 0.12 -0.04
H -9.77219 1.07209 0.98171 0.12 -0.08 -0.11
H -2.76332 0.68993 2.42138 0.00 0.11 0.13
H 4.72225 -3.62983 2.11736 -0.30 0.89 -2.57
H 0.95351 -0.38533 -1.95587 -0.75 -0.53 2.39
H 4.42839 -2.99394 -1.71122 -0.53 -1.97 1.13
C -1.81869 2.58589 3.15783 -0.01 -0.36 -0.16
C 5.98448 0.30609 -2.06285 5.33 2.81 -0.94
C -0.58697 8.76539 -0.45666 -0.34 0.23 -0.06
C -0.01869 7.47219 -0.54574 -0.07 -0.40 -0.08
O 3.05350 -5.57729 1.65606 4.91 1.24 -6.24
H -7.87049 -0.52221 -2.58195 -0.04 0.07 0.18
C -3.78080 3.87429 -4.24292 0.18 0.34 0.05
H 7.04569 -1.50408 -1.35691 -1.07 1.00 0.35
H 3.59243 -7.87847 0.19195 0.55 2.25 -0.89
C -4.17190 2.97111 -2.21993 0.10 -0.16 -0.06
C 7.14294 2.44126 -3.44933 1.41 -0.58 -0.49
```
Positions in Å, forces in eV/Å.



C2H2BaO3 | wB97M-V/def2-TZVPD

Relative energy (zero: lowest compared OMol25 entry of this formula, charge and spin) in eV: 0.000
Kohn-Sham gap in eV: 4.730
Charge: 0
Molecular weight in g/mol: 211.36

```
8
Properties=species:S:1:pos:R:3:forces:R:3
Ba -1.93259 -1.19066 -1.56473 0.42 0.82 0.29
C 0.30290 0.64300 -0.28002 1.81 2.14 0.12
H 0.56761 1.10776 1.10385 -1.00 -0.47 -3.03
H 1.29011 0.99695 -0.62189 -0.21 -0.22 -0.62
O -0.56114 -1.48272 0.33201 1.92 -1.31 -0.69
O 0.67928 -0.19982 1.70941 1.56 -3.29 -0.09
C 0.39700 -0.60780 0.49705 -4.31 2.99 4.33
O -0.74316 0.73329 -1.17569 -0.18 -0.65 -0.31
```
Positions in Å, forces in eV/Å.



C37H62BNO26SSi | wB97M-V/def2-TZVPD

Kohn-Sham gap in eV: 9.297
Charge: 0
Molecular weight in g/mol: 1007.85

```
129
Properties=species:S:1:pos:R:3:forces:R:3
C 6.38163 -2.48949 6.57802 0.07 0.02 -0.02
H -1.07888 2.89732 -5.60000 0.07 0.07 0.02
O 3.81020 -0.49361 -7.30816 0.27 -0.15 -0.06
H -2.26152 1.10263 -2.84856 0.20 0.13 0.03
C 1.62648 0.73187 -5.82916 0.10 0.14 0.11
H -2.18846 1.48312 1.78761 -0.15 -0.01 0.03
O -1.28432 -5.73885 -2.07042 -0.09 0.00 -0.16
C 9.15675 -0.79841 5.15912 -0.02 -0.32 -0.26
C -4.00717 -1.94191 0.72975 -0.46 0.43 -0.04
O 1.09197 1.74111 1.68339 -0.95 0.27 -0.50
C 2.26635 -1.57721 1.79083 0.00 0.02 0.03
H -6.07710 5.52633 2.55357 0.04 0.01 0.09
O -3.05558 -5.75492 -3.43176 0.12 -0.01 0.25
H 6.87794 -2.81422 -7.23208 -0.11 -0.02 0.02
O 0.72298 3.48724 0.04950 -0.64 -0.47 -0.04
H 7.86956 -1.75618 -6.24638 -0.02 0.01 0.09
O -3.04216 -0.90129 0.68445 0.32 -0.51 0.42
C 5.83129 -1.11027 -6.43581 0.28 -0.43 0.07
C 7.87038 -0.98963 7.33868 -0.10 0.17 0.16
O 3.58220 -1.77401 2.02043 -0.25 0.08 0.08
O 4.60473 1.01014 -8.78608 -0.07 0.11 -0.05
H -2.41390 -2.62944 -4.54857 0.01 -0.01 0.09
H -7.39839 6.37183 1.77266 0.01 0.11 -0.05
C 3.69105 -2.63038 3.17749 0.40 -0.40 0.10
O -2.39324 2.54893 -0.91294 0.35 -0.01 0.11
C -3.12154 0.73219 -2.29258 -0.42 -0.32 0.10
C -5.27769 -1.31838 1.27313 0.68 0.20 -0.08
H 0.46991 2.85305 -0.63309 0.31 0.20 -0.37
H -0.91406 -0.81717 2.67906 0.02 0.10 0.12
H 9.04113 -0.80796 4.07560 -0.01 0.10 0.01
H 4.98370 -4.14007 3.99170 -0.03 0.08 0.07
H 2.46427 -4.25544 2.39521 0.12 0.02 -0.01
O 1.78628 -0.33673 -4.87696 -0.07 0.01 -0.05
H -0.18977 -1.64631 4.03996 -0.03 0.01 0.12
O -3.34627 -1.58765 6.23742 0.11 -0.04 -0.10
H -3.80971 3.72906 0.00278 -0.09 0.16 -0.03
C -6.40440 6.50383 2.20180 -0.07 -0.38 -0.14
H 9.65152 0.12859 5.44779 -0.05 0.02 0.02
H 7.15281 -0.11190 5.50083 -0.06 -0.02 0.09
O -2.82103 -2.10157 4.12872 -0.18 0.08 0.17
C 4.79501 0.15674 -7.98540 0.10 -0.03 -0.05
C -2.11930 -0.90947 5.93353 -0.14 0.15 0.16
H -0.82956 -3.71478 -2.31026 0.07 -0.13 0.13
C -2.32514 -6.47487 -2.54100 -0.04 0.03 -0.04
H -2.78920 -0.04434 4.07339 -0.06 -0.05 0.06
H 7.87076 -0.01207 7.81442 -0.18 -0.05 0.08
H -6.47424 7.17792 3.05548 0.07 0.03 -0.02
O -5.16096 8.28106 -0.71884 -0.09 -0.12 0.07
H -2.26420 -4.16098 -5.43936 0.10 0.00 0.06
H 2.55823 1.27098 -5.96174 0.08 -0.11 0.10
C -2.73425 3.53241 0.04786 -0.62 0.05 0.90
O 1.82183 -0.75874 1.04972 -0.03 -0.14 -0.25
C -0.80358 -0.79169 3.76182 -0.09 -0.23 -0.13
C -5.05547 6.96668 -1.04616 -0.02 -0.03 0.03
C -1.79563 -1.33252 0.17941 -0.14 1.08 -0.76
O 7.17344 -2.16911 5.51686 -0.25 0.12 0.34
C 4.94140 -3.46682 3.13675 0.25 0.09 -0.39
H 3.69750 -1.98953 4.06375 -0.10 0.01 -0.01
H 1.19284 1.18004 0.90292 0.80 -0.42 0.31
C -0.28739 2.37347 -6.13575 -0.40 -0.14 0.11
O 5.55407 -3.33958 6.57585 -0.12 -0.10 -0.13
C 7.81368 -0.91729 5.83403 0.56 0.11 -0.22
H -3.87345 1.19775 -0.30439 0.12 -0.23 0.10
H -0.51106 -4.76116 -3.71137 -0.10 0.06 -0.09
O 0.32796 -1.40096 -3.52940 0.16 -0.22 -0.19
H 1.32424 0.29865 -6.78297 -0.08 0.09 -0.02
C -2.15185 -0.86254 4.42692 0.45 0.19 -0.20
H 9.79862 -1.64065 5.42004 -0.01 0.03 0.11
H 5.89302 -0.44618 -5.56867 -0.09 0.03 -0.02
H 2.04208 -3.75331 4.04729 -0.17 0.13 -0.03
H -1.09782 -1.54668 -1.89252 0.14 0.21 -0.04
H -0.76993 1.73220 -6.87438 0.11 -0.04 -0.04
C 6.87532 -2.19300 -6.33571 0.25 0.11 -0.29
H -5.97463 -2.06067 1.63896 -0.20 -0.05 0.04
H -1.65315 -2.40874 0.24895 -0.12 -0.17 0.13
S -5.91865 2.19383 2.35406 -0.05 -0.10 0.31
H 4.99165 -4.05341 2.21761 -0.15 -0.03 0.01
H -1.04645 -0.81679 0.76549 0.42 -0.22 0.20
H -3.94162 0.66661 -3.00292 -0.17 -0.08 -0.07
H -4.42800 7.07934 1.60146 0.02 0.07 -0.06
H 6.69274 -2.82393 -5.46615 -0.04 0.04 0.02
H -0.28157 0.12659 4.03614 -0.05 0.03 -0.02
B 0.47838 2.90129 1.28641 -0.01 0.51 0.70
H -1.29019 -1.50595 6.32280 0.06 0.00 -0.11
H -6.89633 8.44045 0.37934 -0.02 -0.10 0.08
H -4.96601 -0.64280 2.06062 -0.18 -0.04 0.49
O -0.23725 0.53262 -4.53393 0.22 -0.07 0.12
C -5.82133 8.35060 0.55287 0.15 0.20 -0.03
N -3.50994 3.40323 3.03595 -0.45 -0.85 -0.62
C -5.43517 7.03272 1.17612 -0.35 -0.08 0.40
H -2.24481 4.48573 -0.13770 0.26 -0.01 -0.42
H -0.33866 3.26528 3.29485 -0.09 -0.15 0.15
H -0.50022 4.66330 2.25162 -0.12 0.13 -0.18
H 3.90768 -1.82614 -5.70554 -0.15 0.18 -0.06
H 8.71937 -1.57102 7.70567 0.05 0.01 -0.12
H 5.82466 -2.82982 3.15558 0.00 -0.01 0.14
H -4.31407 2.33996 -1.57730 -0.11 0.15 0.05
O -2.91150 -0.57958 -1.82808 0.25 -0.42 -0.68
C 0.54578 1.55900 -5.18010 -0.16 0.30 -0.40
C 4.42240 -1.60752 -6.63820 -0.23 -0.01 0.22
H -3.22477 -3.90245 -2.55021 0.07 -0.03 0.07
C 2.40422 -3.40833 3.08187 -0.21 -0.03 0.18
C -1.19757 -4.56019 -2.88559 0.12 0.14 0.30
H -3.63917 -2.73860 1.37594 -0.03 -0.19 0.03
C -3.63332 -2.38840 5.17687 0.01 -0.01 -0.08
H -2.09984 0.07693 6.39135 -0.18 -0.04 0.08
O -4.72657 6.56009 -2.10981 0.04 -0.04 -0.10
O 1.51081 -2.43143 2.51882 0.27 -0.09 -0.15
C -2.62598 -4.38317 -3.32956 0.00 0.31 -0.42
O -2.55989 -7.59179 -2.21867 0.00 -0.11 0.02
O 6.01518 -0.30548 -7.61592 -0.26 0.09 0.09
H -3.84488 -3.60743 -4.91636 -0.01 0.07 0.06
Si -2.26084 2.96190 1.79999 0.67 -0.16 0.10
H -1.09418 0.13436 -1.24525 0.36 0.00 -0.17
C -1.62231 -0.81531 -1.28739 -0.83 -0.26 1.00
H -4.20883 -2.31154 -0.27672 0.25 -0.26 -0.15
C 0.59972 -0.49009 -4.24420 -0.05 0.07 -0.04
O -5.37978 6.18294 0.01599 0.16 0.20 -0.07
C -0.55681 3.57509 2.27366 0.19 0.12 0.12
H 0.95754 2.20270 -4.39740 0.05 -0.08 0.03
C -2.79292 -3.64822 -4.63410 -0.21 -0.22 -0.24
O 6.66594 -1.70337 7.64382 0.08 -0.05 -0.11
H 0.32920 3.10852 -6.65195 0.05 -0.01 0.03
H -5.47507 9.21047 1.12125 0.12 0.05 -0.16
C -3.50907 1.70416 -1.19764 0.13 0.57 -0.51
O -4.47549 -3.22343 5.17167 -0.08 -0.07 0.02
H -5.72047 -0.68063 0.51525 -0.30 -0.06 -0.20
H 4.36568 -2.47819 -7.29559 0.14 0.00 -0.01
C -4.55858 2.83082 2.80618 0.49 0.94 -0.12
```
Positions in Å, forces in eV/Å.